Record 1
# C4H24O10

8 unconnected molecules or ions with the total composition C4H24O10 at a distorted geometry (ωB97M-V/def2-TZVPD, the OMol25 dataset).

Its lowest unoccupied orbital energy is 0.0215 eV. As for the calculated total energy: -919.15405 Ha. Its relative energy (zero: lowest compared OMol25 entry of this formula, charge and spin) is 45.3 kcal per mole. As for the SMILES: OCCO.OCCO.O.O.O.O.O.O. The HOMO energy comes out at -10.61 eV.

Structure (XYZ):
```
38
Properties=species:S:1:pos:R:3:forces:R:3
O 16.2851 -16.2403 -20.0687 0.08 0.26 0.20
C 17.2681 -15.2808 -20.4359 0.01 -0.54 -0.21
C 16.7656 -14.2655 -21.4107 0.60 1.20 -1.05
O 16.9048 -14.6530 -22.7880 -0.33 -0.17 0.24
H 15.6972 -16.3460 -20.8239 0.07 -0.14 0.02
H 17.6709 -14.7630 -19.5671 -0.34 -0.25 0.36
H 18.1125 -15.8030 -20.9055 0.09 0.08 0.03
H 17.3046 -13.3176 -21.2606 0.02 -0.13 0.03
H 15.7184 -14.0035 -21.3072 -0.17 -0.27 0.38
H 17.8410 -14.7241 -22.9908 0.06 -0.03 0.05
O 16.3337 -11.1559 -27.0931 -0.36 0.09 0.24
C 14.9448 -10.7753 -27.2734 0.62 -0.56 -0.28
C 14.1847 -11.3094 -26.0934 0.17 -0.32 0.65
O 14.1013 -12.7365 -26.1363 -0.15 0.29 -0.18
H 16.9025 -10.6137 -27.6462 -0.03 -0.01 -0.05
H 14.8666 -9.6975 -27.4022 -0.14 0.06 0.12
H 14.5867 -11.3101 -28.1584 -0.16 0.32 -0.08
H 13.1776 -10.8992 -26.0613 -0.10 -0.15 -0.11
H 14.6734 -11.0583 -25.1417 0.00 0.44 -0.17
H 15.0108 -13.0500 -26.1801 -0.03 -0.19 0.03
O 13.8212 -12.5512 -22.3933 0.08 0.03 0.12
H 13.2764 -12.5352 -23.1865 -0.01 0.10 -0.09
H 13.9725 -13.4854 -22.2270 -0.04 -0.06 -0.06
O 16.9371 -8.6932 -19.7911 -0.06 -0.09 0.00
H 16.1954 -8.1727 -19.4719 -0.01 0.04 0.02
H 16.6528 -9.0196 -20.6528 0.06 -0.01 -0.15
O 15.9861 -10.2464 -22.7064 -0.19 0.17 0.24
H 16.5854 -10.6049 -23.3691 0.28 -0.09 0.03
H 15.7189 -11.0159 -22.1908 -0.20 -0.12 -0.12
O 18.8921 -8.6114 -24.5171 0.08 0.02 0.03
H 18.0598 -8.2913 -24.8737 -0.04 0.04 0.04
H 18.7251 -9.5409 -24.3156 -0.02 -0.01 -0.14
O 17.8834 -11.4020 -24.7650 -0.21 0.01 0.31
H 17.1014 -11.4018 -25.3397 0.22 0.08 -0.39
H 18.4129 -12.1436 -25.0682 0.04 -0.04 0.06
O 12.5249 -9.5082 -22.4297 0.06 0.03 -0.08
H 13.4686 -9.5752 -22.6163 0.09 -0.02 -0.01
H 12.4313 -9.8824 -21.5493 -0.02 -0.07 0.01
```
Forces are in eV/Å.

=====

Record 2
# C27H52N7NaO4

A molecular structure, C27H52N7NaO4 at a distorted geometry (ωB97M-V/def2-TZVPD, the OMol25 dataset).

Its lowest unoccupied orbital energy is 0.0934 eV. As for the calculated total energy: -1906.59515 Ha. The HOMO energy comes out at -7.80 eV.

Structure (XYZ):
```
91
Properties=species:S:1:pos:R:3:forces:R:3
Na -0.5170 -1.0700 -0.3128 0.08 -0.05 0.53
C -1.5473 -1.1167 3.3967 0.54 -0.02 -0.07
C -0.2009 -0.4517 3.6659 -0.33 0.48 -0.49
C -0.3854 1.0002 4.0860 -1.18 -0.11 0.68
C -1.1875 2.0998 3.3442 -0.02 0.13 -0.33
C -2.7199 1.9297 3.4043 0.27 -0.13 0.38
C -0.7792 3.4276 3.9885 -0.96 0.21 -0.07
N -0.9023 2.1913 1.8564 0.15 -1.56 -0.44
C -1.0487 3.4549 1.1636 -2.06 1.17 -1.17
C -1.2612 3.2263 -0.3980 -0.22 -0.39 1.53
N -0.4970 2.1160 -0.9294 1.05 0.14 -1.36
C -1.3710 1.1928 -1.7121 0.95 1.72 -1.21
C -2.5926 0.7950 -0.9303 0.37 -0.94 0.30
O -3.6691 0.8325 -1.5095 -0.23 0.17 0.80
O -2.2688 0.3493 0.2450 -0.89 0.31 0.03
C 0.7806 2.4683 -1.7510 -0.82 -0.16 0.96
C 1.2509 3.9048 -1.5721 -0.31 0.66 -0.14
C 1.8764 1.4647 -1.4196 -0.69 -0.86 0.30
C 2.6702 1.4884 -0.0957 0.08 0.56 -0.42
C 3.7274 2.6323 -0.0786 -0.56 -0.15 0.04
C 3.3499 0.1241 -0.0704 1.68 0.64 -0.02
N 1.7838 1.6769 1.0481 -0.96 1.73 0.52
C 2.3557 1.4152 2.3552 -1.71 -0.72 1.17
C 2.0560 -0.0738 2.7252 0.21 0.88 1.47
N 0.6825 -0.6145 2.5016 1.17 -1.28 -0.16
C 0.9188 -2.1062 2.4141 0.76 0.03 -0.14
C 1.7600 -2.5782 1.2068 -0.31 0.58 0.21
O 2.8294 -3.1286 1.3946 0.78 -0.45 0.50
O 1.2403 -2.3278 0.0869 -0.73 0.27 -1.01
H -2.2345 -0.7850 4.1612 -0.37 -0.24 0.25
H -1.3862 -2.1939 3.4302 -0.65 0.13 0.13
H -1.9449 -0.8247 2.4201 0.04 -0.07 0.04
H 0.2618 -0.9353 4.5540 -0.05 0.09 -0.23
H 0.5667 1.3967 4.3100 1.10 0.48 0.25
H -0.8864 0.9399 5.0789 0.19 0.12 -0.51
H -3.0925 1.5461 4.3633 0.29 0.09 -0.25
H -3.1063 1.3275 2.5914 0.06 -0.54 -0.01
H -3.1564 2.8921 3.2457 -0.45 0.80 0.05
H -1.0891 3.3714 5.0260 0.01 0.21 0.22
H -1.2643 4.2918 3.5155 -0.18 -0.33 0.30
H 0.2664 3.6550 3.9540 0.83 -0.27 -0.01
H 0.0130 1.7943 1.5219 -0.01 -0.23 0.41
H -1.5486 1.5211 1.3719 0.04 -0.26 -0.22
H -0.2203 4.0914 1.3480 1.06 0.44 0.23
H -1.9438 4.0497 1.5314 0.89 -0.95 -0.36
H -1.0233 4.1783 -0.8516 -0.34 0.25 -0.29
H -2.3337 2.9833 -0.4843 0.39 0.44 -0.29
H -0.7743 0.3077 -1.9710 -0.25 0.22 -0.26
H -1.7175 1.6807 -2.6759 0.44 -0.50 0.81
H 0.5578 2.3611 -2.8248 -0.17 -0.18 0.25
H 1.2739 4.2015 -0.5164 -0.17 0.05 -0.14
H 0.5723 4.5981 -2.1299 0.77 -0.37 0.49
H 2.2950 4.0271 -1.9116 -0.62 -0.07 -0.19
H 2.6508 1.5202 -2.1643 0.21 0.01 -0.69
H 1.4272 0.4484 -1.5134 0.29 0.55 0.01
H 4.2395 2.7454 -1.0227 0.10 -0.04 -0.41
H 4.4838 2.3599 0.6394 0.33 0.21 0.43
H 3.2733 3.6113 0.1791 0.35 -0.59 -0.03
H 4.0252 0.0916 -0.9418 -0.41 -0.15 0.02
H 2.6569 -0.6916 -0.1114 -0.30 -0.40 -0.05
H 4.0579 -0.0190 0.7604 -0.41 0.16 0.01
H 1.5035 2.6789 1.0678 0.50 -0.81 -0.44
H 1.8828 2.0408 3.1660 0.10 -0.25 -1.20
H 3.3849 1.7208 2.4388 0.80 -0.53 -0.02
H 2.2682 -0.1901 3.8030 0.12 0.07 0.02
H 2.8048 -0.6874 2.2674 -0.04 -0.50 -0.53
H -0.0128 -2.6318 2.3178 -0.41 -0.08 -0.04
H 1.4440 -2.5057 3.3023 -0.25 0.43 0.05
C 0.4979 -5.4824 -3.9658 1.14 -1.33 -0.70
C 1.3057 -4.5459 -3.0889 0.01 0.47 -0.48
N 0.4298 -3.6929 -2.3460 0.25 -0.69 -0.11
C -0.7009 -3.2159 -2.8493 -0.94 -0.35 -0.96
N -1.1726 -2.1640 -2.2577 -1.41 0.00 -0.79
C -2.5633 -1.8012 -2.5651 -0.34 -1.09 0.51
C -3.3863 -2.8378 -3.3396 0.99 0.48 -0.35
C -2.4956 -3.3348 -4.4848 -0.63 0.17 -0.75
N -1.3133 -3.9539 -3.9181 -0.50 1.52 1.23
C -0.5660 -4.8087 -4.8044 0.39 0.18 1.33
H 0.1223 -6.2504 -3.2898 -0.62 0.01 -0.19
H 1.1630 -6.0310 -4.6738 -0.16 0.38 0.56
H 1.9641 -3.9201 -3.7203 0.24 -0.40 0.31
H 1.8329 -5.1218 -2.3393 0.66 -0.08 -0.25
H 0.7080 -3.2584 -1.4786 0.60 0.10 0.25
H -2.6605 -0.8622 -3.0731 0.32 0.58 -0.44
H -3.0944 -1.6579 -1.6354 -0.05 0.22 0.49
H -4.2638 -2.2887 -3.6703 -0.22 -0.29 -0.32
H -3.7014 -3.6859 -2.7220 0.15 0.12 -0.06
H -2.2127 -2.5140 -5.2094 -0.33 -0.44 0.72
H -3.0441 -4.0843 -5.0938 0.43 0.20 0.32
H -0.1093 -4.2283 -5.6089 0.07 -0.01 -0.28
H -1.2484 -5.5499 -5.2159 -0.01 0.00 -0.18
```
Forces are in eV/Å.

=====

Record 3
# C5H6N6

A molecular structure, C5H6N6 at a distorted geometry (ωB97M-V/def2-TZVPD, the OMol25 dataset).

Its lowest unoccupied orbital energy is 0.4915 eV. As for the calculated total energy: -522.54341 Ha. Its relative energy (zero: lowest compared OMol25 entry of this formula, charge and spin) is 107.0 kcal per mole. The HOMO energy comes out at -7.49 eV.

Structure (XYZ):
```
17
Properties=species:S:1:pos:R:3:forces:R:3
C -2.0442 0.1102 -0.0463 5.13 3.16 0.26
C -0.2888 -0.9876 -0.0417 7.30 1.32 0.09
C 2.0414 -1.2804 -0.0553 -5.06 -1.50 0.18
C 1.3555 0.8605 -0.0183 2.38 -3.44 -0.36
C 0.0819 0.3954 -0.0373 -2.35 1.19 0.28
H -3.8682 -0.5515 -0.1799 1.20 1.80 -0.19
H -4.0022 0.8780 0.8489 3.51 -1.59 -3.72
H 0.9079 -3.0122 -0.2040 -0.98 4.93 0.99
H 2.6792 -1.9492 0.0137 6.61 -6.21 0.23
H 1.1427 2.6814 0.1010 -4.58 5.55 1.55
H 2.9332 2.3419 0.0027 -4.81 -1.15 -0.34
N -3.3236 0.3764 -0.1286 -8.32 -0.43 3.19
N -1.5044 -1.1238 -0.0805 -5.50 -3.31 0.10
N 0.8512 -1.8131 0.0096 -3.98 -6.09 -1.49
N 2.3633 -0.1391 0.0018 1.45 9.64 -0.10
N 1.7882 2.0973 -0.1204 8.66 -2.30 -1.01
N -1.1132 1.1157 -0.0653 -0.65 -1.57 0.33
```
Forces are in eV/Å.

=====

Record 4
# C3H4CeO3

A molecular structure, C3H4CeO3 at a distorted geometry (ωB97M-V/def2-TZVPD, the OMol25 dataset).

Its lowest unoccupied orbital energy (alpha / beta) is -4.7336 / -4.6995 eV. As for the charge: +1. As for the calculated total energy: -817.20153 Ha. As for the multiplicity: 2. Its relative energy (zero: lowest compared OMol25 entry of this formula, charge and spin) is 42.7 kcal per mole. The HOMO energy (alpha / beta) comes out at -11.44 / -11.37 eV.

Structure (XYZ):
```
11
Properties=species:S:1:pos:R:3:forces:R:3
C 1.7101 -0.5295 -0.6431 -2.01 1.55 0.35
C 0.9654 -0.7744 0.6169 1.08 1.27 0.65
H 1.2180 -0.8281 -1.5854 0.59 0.16 0.31
H 1.1098 -1.7177 1.1575 -1.04 0.34 -0.07
H 2.7704 -0.8192 -0.5417 -0.56 -0.23 0.07
O -0.9459 1.6752 0.0395 0.38 1.21 -0.61
C -1.4370 0.5377 0.1894 -0.68 -1.61 0.62
O -0.7946 -0.4720 0.6185 1.25 -1.09 -0.53
O -2.7286 0.3098 0.0227 0.57 -0.02 -0.33
Ce 1.2438 1.6253 0.6684 0.62 -1.86 -0.64
H -3.1114 0.9930 -0.5427 -0.18 0.29 0.18
```
Forces are in eV/Å.